[1]
Below is 3 unconnected molecules or ions with the total composition C2H10NO2S in a non-equilibrium geometry, with properties calculated with ωB97M-V with the def2-TZVPD basis set.

```
! wB97M-V def2-TZVPD RIJCOSX def2/J DEFGRID3
* xyz 0 2
C 0.30648 -0.34606 -0.02537
C -0.79835 0.05957 -0.98684
S -0.63114 1.84183 -1.16813
N 0.40049 0.19335 1.40878
H 1.29939 -0.18238 -0.44198
H 0.37895 -1.43509 0.12879
H -1.79575 -0.13862 -0.56340
H -0.71890 -0.55606 -1.88708
H 0.08884 1.15648 1.27490
H 1.41436 0.27095 1.42240
H -2.02421 0.34668 2.02303
H -2.27329 1.71963 2.30772
O -2.49127 0.85766 2.69549
H 1.76263 -1.63533 -1.62253
H 2.45476 -0.68952 -2.55402
O 2.62701 -1.46307 -2.01176
*
```

- LUMO (spin up / spin down) (hartree) = 0.0173 / -0.0971
- <S²> = 0.753
- Kohn-Sham gap (spin up / spin down) (Ha) = 0.3868 / 0.2586
- relative energy (zero: lowest compared OMol25 entry of this formula, charge and spin) (kcal/mol) = 20.9
- DFT total energy (Ha) = -685.5353
- F_max (eV/A) = 2.584

[2]
Below is 3 unconnected molecules or ions with the total composition C2H10NO3 in a non-equilibrium geometry, with properties calculated with ωB97M-V with the def2-TZVPD basis set.

```
! wB97M-V def2-TZVPD RIJCOSX def2/J DEFGRID3
* xyz -1 1
C 0.61479 -0.53965 0.93092
O -0.18662 0.55915 0.43144
C 0.41646 -2.01324 0.32543
N -0.25786 -1.89662 -0.98117
H 0.04966 -0.66295 1.88413
H 1.65534 -0.48281 1.23517
H -0.10377 -2.70579 1.02327
H 1.43000 -2.50511 0.11002
H -0.77664 -0.92789 -0.96092
H -1.14769 -2.42493 -0.86485
H -0.58181 1.28070 -0.74602
H -0.01152 1.66926 -1.98498
O -0.89330 1.82828 -1.58917
H -0.06365 3.14807 -0.33202
H 0.00247 2.33747 0.88356
O -0.14585 3.33606 0.63521
*
```

- LUMO (hartree) = 0.1539
- Kohn-Sham gap (Ha) = 0.3035
- relative energy (zero: lowest compared OMol25 entry of this formula, charge and spin) (kcal/mol) = 36.1
- DFT total energy (Ha) = -362.6498
- F_max (eV/A) = 4.012

[3]
Below is 3 unconnected molecules or ions with the total composition C2H10NO3 in a non-equilibrium geometry, with properties calculated with ωB97M-V with the def2-TZVPD basis set.

```
! wB97M-V def2-TZVPD RIJCOSX def2/J DEFGRID3
* xyz -1 1
C 0.82601 1.15825 -1.84082
N 0.38604 -0.13105 -1.43904
C 0.57772 -0.50198 -0.01511
O -0.37827 0.27582 0.81517
H 0.12299 1.82235 -1.37445
H 0.61453 1.22977 -2.90159
H 1.95133 1.16491 -1.56971
H -0.52599 -0.21737 -1.79605
H 1.64994 -0.41096 0.42464
H 0.40309 -1.70014 0.00368
H 1.22683 -0.07989 3.40066
H 0.09166 -0.52512 2.17930
O 0.75350 -0.77884 2.92065
H -1.86551 -0.35429 0.78826
H -2.98656 -0.48050 -0.25733
O -2.84731 -0.47095 0.66173
*
```

- LUMO (hartree) = 0.1518
- Kohn-Sham gap (Ha) = 0.2883
- relative energy (zero: lowest compared OMol25 entry of this formula, charge and spin) (kcal/mol) = 36.4
- DFT total energy (Ha) = -362.6494
- F_max (eV/A) = 3.483